# 1
C31H20IN7O5Os | ωB97M-V/def2-TZVPD

```
65
Properties=species:S:1:pos:R:3
Os -0.2841 -0.5244 -0.8864
O -0.2392 -1.8355 -2.3379
C 0.2538 -3.0720 -2.2448
C 0.7083 -3.6510 -3.4361
C 1.2687 -4.9071 -3.4322
C 1.3751 -5.6444 -2.2482
C 0.8900 -5.1090 -1.0817
C 0.3303 -3.8187 -1.0486
C -0.1661 -3.3366 0.2027
N -0.5531 -2.1216 0.3945
N -1.1094 -1.8145 1.6296
C -1.6595 -0.6416 1.5355
O -1.6725 0.0315 0.4060
C -2.2895 -0.0018 2.7051
C -2.5857 1.3567 2.6666
C -3.1062 1.9822 3.7889
C -3.3374 1.2523 4.9458
C -3.0471 -0.1055 4.9829
C -2.5232 -0.7347 3.8668
H 0.6247 -3.0778 -4.3491
H 1.6379 -5.3222 -4.3610
H 1.8338 -6.6228 -2.2524
H 0.9467 -5.6697 -0.1567
H -0.2496 -4.0207 1.0437
H -2.4031 1.9131 1.7586
H -3.3261 3.0412 3.7614
H -3.7448 1.7414 5.8211
H -3.2271 -0.6737 5.8859
H -2.2909 -1.7906 3.8830
N -2.0333 1.7679 -3.9390
C -1.3995 0.7069 -3.4049
N -1.0341 0.9332 -2.1685
C -1.4542 2.2212 -1.8576
C -1.2859 2.9682 -0.6943
C -1.8017 4.2468 -0.6970
C -2.4522 4.7793 -1.8239
C -2.6038 4.0515 -2.9856
C -2.0892 2.7591 -2.9758
H -2.3735 1.8207 -4.8827
H -1.1931 -0.2056 -3.9381
H -0.7597 2.5536 0.1542
H -1.6957 4.8636 0.1854
H -2.8293 5.7922 -1.7831
H -3.0888 4.4687 -3.8574
O 1.3103 0.1802 -1.9688
N 2.1302 -0.7066 -2.4945
C 2.4879 -0.3832 -3.6958
C 3.4022 -1.2468 -4.3819
N 4.1209 -1.9230 -4.9694
C 1.9482 0.7630 -4.3761
N 1.5161 1.6794 -4.9180
I 4.4250 2.3394 6.0697
C 3.5770 1.4868 4.3657
C 2.3342 0.8775 4.4525
C 1.7544 0.3481 3.3101
C 2.4206 0.4197 2.0936
C 3.6756 1.0067 2.0224
C 4.2580 1.5475 3.1589
C 1.7727 -0.1240 0.8642
O 2.1282 -1.1522 0.3088
O 0.7423 0.5949 0.4343
H 1.8159 0.8231 5.3998
H 0.7844 -0.1313 3.3699
H 4.2030 1.0377 1.0777
H 5.2318 2.0133 3.1024
```

Properties
frontier orbital gap (alpha / beta): 7.05 / 6.94 eV
lowest unoccupied orbital energy (alpha / beta): -0.0489 / -0.0497 Eh
2S+1: 1
relative energy (zero: lowest compared OMol25 entry of this formula, charge and spin): 17.3 kcal per mole

***

# 2
C3H10N2S | ωB97M-V/def2-TZVPD

```
16
Properties=species:S:1:pos:R:3
N 2.2105 -0.0163 0.6718
C 0.9851 -0.6586 0.1453
C -0.2172 0.2264 0.2641
N -0.0027 1.5575 -0.3096
C -1.4221 -0.4180 -0.4635
S -2.9392 0.4388 0.1026
H 3.0156 -0.1390 0.0837
H 2.5259 -0.5306 1.4758
H 0.8315 -1.5950 0.6900
H 1.1599 -0.9390 -0.9012
H -0.5517 0.2886 1.3066
H 0.7669 1.5109 -0.9521
H 0.2448 2.2250 0.4023
H -1.4867 -1.5028 -0.4642
H -1.2999 -0.1168 -1.5094
H -3.8208 -0.3311 -0.5421
```

Properties
SMILES: NC[C@@H](N)CS
frontier orbital gap: 9.58 eV
lowest unoccupied orbital energy: 0.0328 Eh
2S+1: 1
relative energy (zero: lowest compared OMol25 entry of this formula, charge and spin): 9.5 kcal per mole

***

# 3
C17H48InO13S5Si | ωB97M-V/def2-TZVPD

```
85
Properties=species:S:1:pos:R:3
C 5.8009 -2.4162 0.7031
Si 5.2439 -0.6805 0.3310
C 6.0358 -0.0871 -1.2777
C 5.7571 0.4832 1.7107
O 3.6204 -0.7274 0.1726
C 2.6742 0.2950 0.4957
C 1.3065 -0.1445 0.0337
In 0.8925 -2.2225 0.7002
S 2.2396 -2.6765 2.8263
H 5.4536 -2.7265 1.6911
H 5.3458 -3.0998 -0.0195
H 6.8870 -2.5332 0.6484
H 5.2707 0.3618 -1.9164
H 6.8169 0.6592 -1.1097
H 6.4847 -0.9139 -1.8343
H 5.6258 1.5339 1.4401
H 5.1810 0.2949 2.6196
H 6.8153 0.3206 1.9398
H 3.0254 1.2401 0.0480
H 2.6673 0.4390 1.5835
H 0.5454 0.5514 0.3994
H 1.2708 -0.1498 -1.0623
H -0.7840 -2.5175 1.1349
H 1.4829 -3.3985 -0.4659
H 2.0682 -1.5098 3.4662
O -3.0167 -6.6102 2.9911
S -2.2839 -7.4879 3.8545
O -2.3793 -7.2891 5.2713
O -0.7861 -7.5650 3.4035
C -0.0407 -6.3179 3.1320
C 0.3501 -5.5885 4.3888
C -2.7159 -9.1607 3.4979
H -0.6420 -5.7027 2.4639
H 0.8223 -6.6892 2.5859
H -0.5118 -5.1220 4.8629
H 1.0617 -4.8152 4.0918
H 0.8279 -6.2617 5.1015
H -2.6312 -9.3230 2.4271
H -3.7439 -9.2876 3.8298
H -2.0510 -9.8172 4.0526
O 0.7182 5.0910 4.2777
S 0.1996 3.8695 3.7293
O 0.8764 3.2729 2.6215
O -1.3319 4.0746 3.3750
C -1.6441 5.0674 2.3552
C -1.5012 4.4833 0.9692
C -0.0160 2.6725 4.9969
H -1.0104 5.9398 2.5195
H -2.6742 5.3415 2.5737
H -0.4648 4.2389 0.7468
H -1.8561 5.1984 0.2258
H -2.0890 3.5693 0.8849
H -0.5623 3.1208 5.8215
H 0.9857 2.3786 5.3038
H -0.5442 1.8204 4.5766
O -1.3097 3.8121 -3.7256
S -1.0571 5.2135 -3.5717
O -1.4664 5.8622 -2.3634
O -1.6666 5.9797 -4.8227
C -3.0333 5.6394 -5.1959
C -4.0535 6.2756 -4.2813
C 0.6377 5.5660 -3.8698
H -3.1162 4.5529 -5.2120
H -3.1117 6.0127 -6.2146
H -4.0037 5.8591 -3.2772
H -5.0494 6.0903 -4.6872
H -3.8965 7.3522 -4.2199
H 0.9363 5.0962 -4.8024
H 1.1835 5.1409 -3.0297
H 0.7661 6.6444 -3.9032
O -1.4450 -1.3512 -2.0295
S -2.1617 -0.4567 -2.8801
O -3.2917 0.2604 -2.3689
O -2.6016 -1.2525 -4.1934
C -3.1125 -2.5975 -3.9780
C -4.5261 -2.5941 -3.4437
C -1.0539 0.6822 -3.6322
H -2.4261 -3.1157 -3.3088
H -3.0518 -3.0502 -4.9658
H -4.5659 -2.1891 -2.4340
H -4.8940 -3.6213 -3.4213
H -5.1792 -2.0005 -4.0838
H -0.2147 0.1275 -4.0426
H -0.7216 1.3444 -2.8345
H -1.5864 1.2407 -4.3970
```

Properties
total charge: -1
frontier orbital gap: 6.12 eV
lowest unoccupied orbital energy: 0.0641 Eh
2S+1: 1

***

# 4
C6H14N4 | ωB97M-V/def2-TZVPD

```
24
Properties=species:S:1:pos:R:3
H 0.9422 3.3776 0.6914
N 0.8313 2.6420 1.4535
N 0.9054 1.5503 0.9831
C 0.8433 0.3352 1.4464
N 1.9576 -0.1968 1.9445
C -0.5194 -0.4552 1.5666
C -1.3178 -0.7381 0.2801
C -0.6188 -1.7583 -0.6116
N -1.5236 0.5801 -0.2980
C -0.7528 1.2766 -1.0585
C 0.6173 1.0107 -1.6967
H 2.0078 -1.1151 2.3909
H 2.8369 0.4447 2.1646
H -0.2420 -1.4433 2.0271
H -1.0527 0.2257 2.4001
H -2.3135 -1.1365 0.4865
H -0.5044 -1.3917 -1.5325
H -1.3316 -2.5097 -0.7004
H 0.3248 -2.2129 -0.2722
H -2.3571 1.0592 -0.1195
H -1.1237 2.1994 -1.5116
H 1.1892 1.8601 -2.0153
H 0.1902 0.6678 -2.7158
H 1.2975 0.3279 -1.2539
```

Properties
SMILES: [H]/N=N/C(=[NH2+])C[C@H](C)/[NH+]=C\C
total charge: +2
frontier orbital gap: 9.62 eV
lowest unoccupied orbital energy: -0.3171 Eh
2S+1: 1
relative energy (zero: lowest compared OMol25 entry of this formula, charge and spin): 113.0 kcal per mole

***

# 5
C26H20Br2F6N4O3Os | ωB97M-V/def2-TZVPD

```
62
Properties=species:S:1:pos:R:3
Os -2.1830 1.3048 -0.2958
Br -1.5680 6.2594 -0.9620
C -1.9790 5.3153 0.5758
C -2.2300 6.0006 1.7858
C -2.5429 5.3289 2.9407
Br -2.8765 6.2911 4.4990
C -2.6158 3.8962 2.9583
C -2.8921 3.0807 4.0621
C -2.9213 1.7036 3.9151
C -2.6738 1.1282 2.6784
N -2.4071 1.8888 1.6091
C -2.3718 3.2498 1.7422
C -2.0568 3.9369 0.5600
O -1.8148 3.1536 -0.5064
H -2.1747 7.0803 1.7897
H -3.0843 3.5314 5.0275
H -3.1415 1.0615 4.7555
H -2.6968 0.0584 2.5220
C -4.8457 -1.8913 -0.7442
C -3.4843 -1.2627 -0.9777
O -3.2377 -0.2131 -0.0531
C -2.3759 -2.3154 -0.7349
F -1.1606 -1.7863 -0.9992
F -2.3889 -2.6733 0.5477
F -2.5440 -3.3859 -1.4899
C -3.3932 -0.6771 -2.4001
F -2.4672 0.4192 -2.3702
F -2.9317 -1.4965 -3.3075
F -4.5203 -0.1351 -2.7979
H -4.8645 -2.3471 0.2432
H -5.0427 -2.6582 -1.4924
H -5.6213 -1.1314 -0.7998
C 4.3277 -4.7715 1.6654
C 4.3007 -3.7577 0.5534
C 3.1372 -3.4728 -0.1452
C 3.1093 -2.5354 -1.1735
C 4.2735 -1.8635 -1.5223
N 4.3455 -0.8931 -2.5602
C 3.3858 -0.5659 -3.4908
O 3.5912 -0.4719 -4.6704
N 2.0860 -0.2865 -3.0073
C 1.6728 0.2451 -1.8059
C 2.5000 0.5315 -0.7121
C 1.9422 1.0687 0.4325
C 0.5887 1.3047 0.5075
N -0.2102 1.0359 -0.5466
C 0.3161 0.5298 -1.6768
C 5.4525 -2.1425 -0.8345
C 5.4598 -3.0748 0.1845
H 3.3858 -5.3119 1.7379
H 4.5182 -4.2868 2.6248
H 5.1292 -5.4944 1.5125
H 2.2290 -4.0124 0.0972
H 2.1920 -2.3792 -1.7230
H 5.2710 -0.7352 -2.9340
H 1.4420 -0.2048 -3.7816
H 3.5626 0.3617 -0.7673
H 2.5661 1.3086 1.2816
H 0.1266 1.7171 1.3902
H -0.3512 0.3606 -2.5060
H 6.3685 -1.6323 -1.1105
H 6.3893 -3.2861 0.6993
```

Properties
total charge: +2
frontier orbital gap (alpha / beta): 3.56 / 3.77 eV
lowest unoccupied orbital energy (alpha / beta): -0.3343 / -0.3266 Eh
2S+1: 1
relative energy (zero: lowest compared OMol25 entry of this formula, charge and spin): 0.0 kcal per mole

***

# 6
C26H25CdN6O4S5 | ωB97M-V/def2-TZVPD

```
67
Properties=species:S:1:pos:R:3
Cd -0.2206 -0.8940 0.4386
C -2.6996 -6.3714 -1.7323
C -3.0033 -5.1769 -0.8355
N -2.1527 -5.1078 0.3332
C -0.9286 -4.5233 0.3490
S -0.0484 -4.5729 1.8039
N -0.5410 -4.0507 -0.8441
N 0.3535 -3.0783 -0.8180
C 0.9952 -2.8056 -1.9119
C 0.8497 -3.5888 -3.1827
C 1.9139 -1.6701 -1.8596
C 2.7752 -1.3806 -2.9326
C 3.6739 -0.3405 -2.8276
C 3.7190 0.4107 -1.6584
C 2.8157 0.0900 -0.6632
N 1.9347 -0.8986 -0.7581
H -3.3618 -6.3793 -2.6013
H -1.6681 -6.3167 -2.0808
H -2.8313 -7.3134 -1.1948
H -2.8727 -4.2479 -1.3893
H -4.0397 -5.2082 -0.4900
H -2.3595 -5.6726 1.1383
H 0.1114 -4.3701 -3.0258
H 0.5124 -2.9513 -4.0053
H 1.7940 -4.0518 -3.4836
H 2.7327 -1.9796 -3.8299
H 4.3424 -0.1171 -3.6504
H 4.4150 1.2267 -1.5226
H 2.7787 0.6637 0.2576
O -6.4028 1.8528 0.1771
C -5.3710 1.2191 0.1906
S -4.6664 0.5028 1.6388
C -3.2943 -0.2940 0.8747
C -3.1868 -0.1506 -0.4611
S -1.9450 -0.7910 -1.5126
S -4.4353 0.8127 -1.2460
S -2.2369 -1.1760 1.9587
O 0.9535 6.4860 -0.9465
C 1.0335 5.5169 -1.9785
C 0.7465 4.1500 -1.4232
C 0.4854 3.0933 -2.2863
C 0.2440 1.8404 -1.7555
N 0.2569 1.6012 -0.4486
C 0.5019 2.6050 0.3847
C 0.7534 3.9014 -0.0620
C 0.4976 2.2537 1.8350
C 0.5084 3.2217 2.8316
C 0.4614 2.8312 4.1631
C 0.5008 3.8631 5.2593
O 1.6936 4.6391 5.2274
C 0.3979 1.4770 4.4474
C 0.3793 0.5753 3.3946
N 0.4438 0.9513 2.1252
H 1.0964 7.3552 -1.3305
H 2.0373 5.5108 -2.4213
H 0.3173 5.7312 -2.7784
H 0.4574 3.2390 -3.3594
H -0.0036 0.9910 -2.3816
H 0.9488 4.7106 0.6239
H 0.5360 4.2748 2.5898
H 0.3753 3.3746 6.2308
H -0.3158 4.5749 5.1355
H 2.4413 4.0338 5.1836
H 0.3402 1.1207 5.4679
H 0.2959 -0.4901 3.5725
O 2.6164 -2.5196 2.1303
C 1.5478 -2.2128 1.9262
```

Properties
total charge: -1
frontier orbital gap: 5.38 eV
lowest unoccupied orbital energy: 0.0675 Eh
2S+1: 1
relative energy (zero: lowest compared OMol25 entry of this formula, charge and spin): 22.0 kcal per mole

***

# 7
C22H41BrNOP3Pr | ωB97M-V/def2-TZVPD

```
70
Properties=species:S:1:pos:R:3
Pr -1.3818 0.9023 -0.7389
P -1.9210 -2.0162 0.9340
P 1.1949 -0.8198 2.4536
P 1.2892 -1.5494 -0.9136
H -1.1739 4.0551 -1.9315
C -1.5395 3.3238 -2.6782
C -2.4305 2.3847 -2.2477
H -3.2710 2.5157 -1.5475
C -3.4680 -1.6234 1.8467
C -1.2976 -3.3415 2.0642
C -2.5715 -3.1069 -0.4638
C 2.7705 0.1709 2.5106
C 0.4433 -0.4100 4.0668
C 1.9852 -2.4685 2.8274
C 1.0774 -1.7917 -2.7948
C 1.4667 -3.4857 -0.6731
C 3.0871 -1.1744 -0.9607
H -1.3807 3.5310 -3.7391
H -2.4259 1.3683 -2.7227
H -3.9105 -0.8746 1.2030
H -3.2755 -1.1574 2.8109
H -4.1638 -2.4560 1.9753
H -1.0330 -2.9299 3.0446
H -0.3690 -3.8151 1.7275
H -2.0201 -4.1519 2.2503
H -2.9185 -2.4375 -1.2545
H -3.3721 -3.8329 -0.2648
H -1.6799 -3.6210 -0.8199
H 2.9962 0.3675 3.5572
H 2.6088 1.1051 1.9721
H 3.5595 -0.4175 2.0459
H 1.2826 -0.3606 4.7630
H -0.2349 -1.2088 4.3743
H -0.0948 0.5431 4.0696
H 3.0359 -2.3992 3.1197
H 1.9312 -3.0338 1.8958
H 1.4549 -3.0328 3.5933
H 1.5376 -2.6626 -3.3254
H 1.4473 -0.8545 -3.2517
H -0.0121 -1.9022 -2.8757
H 1.6091 -3.9406 -1.6786
H 0.5409 -3.8975 -0.2495
H 2.3341 -3.7992 -0.0676
H 3.2833 -1.4475 -2.0048
H 3.7234 -1.7563 -0.2772
H 3.2334 -0.1060 -0.7801
C 0.9052 1.7548 -2.9553
C 1.9982 2.6379 -3.0856
C 2.3933 2.9238 -4.3923
C 1.9517 2.1235 -5.4602
C 0.7159 1.4772 -5.3280
C 0.2586 1.1375 -4.0699
O 0.3346 1.9139 -1.7767
H 0.9340 0.1104 -0.6473
H 2.3071 3.2372 -2.1857
H 3.0327 3.8095 -4.5765
H 2.4512 2.1557 -6.4450
H 0.1074 1.2398 -6.1928
H -0.6301 0.5009 -3.9218
Br -3.3552 2.1421 5.2615
C -2.4711 2.6134 3.6286
C -1.8182 3.8391 3.5062
C -1.0428 4.0486 2.3699
C -0.8993 3.0371 1.4151
N -1.4660 1.8101 1.5818
C -2.2449 1.6285 2.6841
H -1.7908 4.5857 4.2861
H -0.5086 4.9914 2.1981
H -0.3806 3.2149 0.4541
H -2.7297 0.6821 2.8072
```

Properties
total charge: +3
frontier orbital gap (alpha / beta): 5.00 / 5.14 eV
lowest unoccupied orbital energy (alpha / beta): -0.4001 / -0.3979 Eh
2S+1: 3

***

# 8
C21H26B2F4N9O6PbS | ωB97M-V/def2-TZVPD

```
70
Properties=species:S:1:pos:R:3
Pb 1.5495 -0.0010 0.5796
C 0.7573 3.8336 -2.0945
C 1.0414 2.8426 -1.0200
N 0.5952 1.6466 -0.9966
O -0.1499 1.2195 -2.0579
B -1.5037 0.7112 -1.6753
F -2.2344 1.7412 -1.1087
F -2.0292 0.1552 -2.8100
O -1.4319 -0.4357 -0.6672
N -0.8561 -0.0752 0.5245
C -1.5814 0.3817 1.4677
C -3.0635 0.5069 1.4228
C -0.8062 0.8622 2.6674
N 0.4639 0.7724 2.5683
O 1.2366 1.2256 3.5930
B 1.8266 2.6058 3.3133
F 2.5437 2.9307 4.4206
F 0.7694 3.4620 3.0029
O 2.7833 2.5729 2.1536
N 2.1474 2.2857 0.9793
C 1.8445 3.2395 0.1882
C 2.1806 4.6683 0.4363
C -1.5127 1.4764 3.8247
H 0.0385 3.4289 -2.7988
H 1.6808 4.0794 -2.6234
H 0.3669 4.7548 -1.6620
H -3.4558 0.0042 0.5449
H -3.3438 1.5597 1.3615
H -3.5043 0.0929 2.3297
H 2.9327 4.7384 1.2159
H 1.2900 5.2006 0.7769
H 2.5363 5.1426 -0.4773
H -2.3483 0.8571 4.1485
H -1.9072 2.4496 3.5247
H -0.8192 1.6321 4.6442
N 1.8644 -4.4112 -2.0343
C 0.9526 -4.1939 -1.1027
S -0.0180 -2.7290 -1.1418
N 0.7916 -5.0399 -0.1015
C -0.0599 -4.8835 1.0397
C 0.4609 -5.2375 2.2758
C -0.3154 -5.0783 3.4093
C -1.6011 -4.5600 3.3093
C -2.1195 -4.2354 2.0664
C -1.3574 -4.4138 0.9192
H 1.9679 -3.7611 -2.7964
H 2.4795 -5.2090 -2.0064
H 1.4430 -5.8126 -0.0469
H 1.4720 -5.6188 2.3551
H 0.0879 -5.3555 4.3736
H -2.2044 -4.4330 4.1974
H -3.1347 -3.8743 1.9742
H -1.8182 -4.2515 -0.0478
C 3.8303 -0.7821 3.3890
C 2.5870 -1.6142 3.5232
C 2.1115 -1.9209 4.9094
O 1.9609 -1.9859 2.5405
H 4.5165 -0.9393 4.2191
H 3.5303 0.2713 3.4112
H 4.3323 -0.9829 2.4437
H 2.8956 -2.4221 5.4786
H 1.2091 -2.5269 4.8828
H 1.9076 -0.9722 5.4138
O 0.9155 -1.8936 -2.2214
N 0.2160 -1.6807 -3.4323
C 0.7332 -0.6869 -4.0459
C 1.8859 0.0385 -3.5615
N 2.8119 0.5754 -3.1497
C 0.1612 -0.3038 -5.3083
N -0.2591 0.0414 -6.3171
```

Properties
total charge: +1
frontier orbital gap: 7.93 eV
lowest unoccupied orbital energy: -0.1410 Eh
2S+1: 1

***

Question: Which formula does entry 7 have?
Answer: C22H41BrNOP3Pr